Record 1
C7H11N3O2 | the ωB97M-V functional and the def2-TZVPD basis

**Relative energy (zero: lowest compared OMol25 entry of this formula, charge and spin)**: 3.387 eV
**Lowest unoccupied orbital energy**: 0.7 eV
**Gap between HOMO and LUMO**: 0.30326 Ha
**SMILES**: CO/C(C)=N\[C@@H]1C=NC=C(N)O1

Geometry as ORCA input:
```
! RIJCOSX wB97M-V def2-TZVPD def2/J DEFGRID3
* xyz 0 1
O 0.077 0.369 1.279
O -1.319 0.365 -1.055
N -0.433 -1.468 0.078
N -0.723 2.567 -1.402
N 0.422 -0.574 -2.879
C -0.456 1.278 -1.713
C 0.101 -0.952 1.115
C 0.516 1.023 2.485
C 0.485 0.724 -2.506
C -0.255 -1.403 -2.237
C -1.091 -0.990 -1.014
C 0.732 -1.889 2.009
H -1.537 3.056 -1.348
H -0.414 -2.401 -2.554
H -2.112 -1.551 -1.078
H 1.166 1.296 -3.052
H 0.432 0.421 3.369
H 1.376 -2.520 1.408
H 1.523 1.231 2.461
H 1.369 -1.341 2.794
H -0.015 1.969 2.530
H 0.053 -2.433 2.700
H 0.105 3.223 -1.392
*
```

Record 2
C7H11N3O3 | the ωB97M-V functional and the def2-TZVPD basis

**Relative energy (zero: lowest compared OMol25 entry of this formula, charge and spin)**: 9.209 eV
**Lowest unoccupied orbital energy (alpha / beta)**: -2.0 / -1.9 eV
**Gap between HOMO and LUMO (alpha / beta)**: 0.27217 / 0.26168 Ha

Geometry as ORCA input:
```
! RIJCOSX wB97M-V def2-TZVPD def2/J DEFGRID3
* xyz 0 1
O -3.199 2.176 1.056
O -2.743 -3.379 0.157
O -3.276 2.116 -1.118
N -1.012 -0.479 -0.809
N -3.202 1.535 -0.021
N -1.295 -1.774 -0.430
C 0.127 1.573 -0.436
C 0.181 0.075 -0.174
C -2.488 -2.224 -0.067
C -3.468 -1.038 0.064
C 1.464 -0.414 -0.999
C -2.983 0.163 -0.077
C 0.360 -0.186 1.314
H 0.938 2.025 -0.951
H -4.413 -1.229 0.314
H 1.471 -0.040 -2.059
H -0.671 1.882 -0.964
H 0.044 2.239 0.434
H 0.232 -1.176 1.539
H -0.290 0.634 1.845
H 1.336 0.155 1.669
H 1.475 -1.532 -0.819
H -0.593 -2.472 -0.466
H 2.231 0.149 -0.595
*
```

> What is the formula in the first record?

C7H11N3O2

> Look up the relative energy (zero: lowest compared OMol25 entry of this formula, charge and spin) of the second one.

9.209 eV